ORCA calculation (ωB97M-V with the def2-TZVPD basis set) on a molecular structure, C7H14.

Each line ends with the natural charge from an NBO analysis.
CARTESIAN COORDINATES (ANGSTROEM)
C1 -0.73 -0.23 -1.78  -0.628
C2 -0.53 -0.79 -0.37  -0.336
C3 0.72 -1.43 0.09  0.051
C4 1.97 -0.98 -0.62  -0.750
C5 -0.20 0.23 0.79  -0.186
C6 0.01 1.67 0.32  -0.610
C7 -1.17 0.09 1.96  -0.596
H1 -1.71 0.27 -1.88  0.214
H2 -0.73 -1.06 -2.50  0.218
H3 0.04 0.48 -2.10  0.206
H4 -1.42 -1.36 -0.09  0.205
H5 0.76 -0.13 1.23  0.262
H6 2.22 -1.85 -1.25  0.257
H7 2.80 -0.88 0.09  0.228
H8 1.93 -0.09 -1.27  0.180
H9 0.32 2.29 1.17  0.216
H10 -0.91 2.09 -0.09  0.212
H11 0.79 1.74 -0.44  0.214
H12 -1.23 -0.96 2.26  0.228
H13 -0.81 0.66 2.83  0.208
H14 -2.17 0.44 1.70  0.206

* ΔE to the lowest compared entry with this formula, charge and spin: 3.713 eV